# 1
Computed, not measured: 2 unconnected molecules or ions with the total composition C5H14O2 at a distorted geometry, with wB97M-V/def2-TZVPD.

```
21
C5H14O2 wB97M-V/def2-TZVPD
C -1.458 0.539 -0.916
C -0.622 0.497 0.392
C 0.869 0.655 0.090
C -0.839 -0.790 1.211
C 0.193 -1.000 2.318
O 0.234 0.222 3.042
H -1.155 -0.362 -1.440
H -2.525 0.481 -0.666
H -1.267 1.353 -1.598
H -0.919 1.299 1.052
H 1.372 -0.284 -0.132
H 1.349 1.076 0.975
H 1.091 1.401 -0.695
H -1.817 -0.848 1.705
H -0.805 -1.674 0.523
H -0.176 -1.858 2.934
H 1.145 -1.374 1.941
H 0.485 0.140 3.970
O 1.427 0.302 -5.208
H 2.233 -0.198 -5.207
H 1.185 0.422 -4.291
```

Energy = -9506.5783 eV
Energy relative to the best compared isomer or geometry (same formula, charge and spin) = 9.72 kcal/mol

Atom charges from the Mulliken analysis, given in e for atoms 1 to 5: atom 1 (C): -1.575, atom 2 (C): 0.826, atom 3 (C): -1.421, atom 4 (C): -0.787, atom 5 (C): -0.486



# 2
Computed, not measured: 3 unconnected molecules or ions with the total composition C5H14O2 at a distorted geometry, with wB97M-V/def2-TZVPD.

```
21
C5H14O2 wB97M-V/def2-TZVPD
C 0.359 -1.417 0.511
C -0.682 -0.603 0.267
C -1.747 -0.512 1.250
C -0.532 0.233 -0.888
C -1.830 0.697 -1.591
H 0.160 -2.128 1.381
H 1.147 -1.626 -0.219
H -2.487 -1.372 1.040
H -1.450 -0.918 2.380
H -2.128 0.457 1.218
H 0.061 -0.288 -1.668
H -0.053 1.299 -0.479
H -2.637 0.041 -1.218
H -2.103 1.810 -1.388
H -1.598 0.458 -2.683
O 1.863 3.079 -0.581
H 2.750 2.836 -0.824
H 1.428 2.342 -0.625
O 3.154 -1.347 0.950
H 3.354 -0.874 1.765
H 2.970 -2.168 1.401
```

Energy = -9504.1165 eV
Energy relative to the best compared isomer or geometry (same formula, charge and spin) = 66.49 kcal/mol

Atom charges from the Mulliken analysis, given in e for atoms 1 to 5: atom 1 (C): -1.128, atom 2 (C): 1.066, atom 3 (C): -1.399, atom 4 (C): -0.019, atom 5 (C): -1.134



# 3
Computed, not measured: 2 unconnected molecules or ions with the total composition C5H14O2 at a distorted geometry, with wB97M-V/def2-TZVPD.

```
21
C5H14O2 wB97M-V/def2-TZVPD
C -1.143 0.224 1.304
O -2.398 -0.333 1.015
C -0.373 0.428 0.017
C -0.015 -0.902 -0.668
C 0.509 -2.068 0.188
C 2.029 -1.903 0.368
H -1.424 1.217 1.696
H -0.529 -0.278 2.049
H -2.470 -1.214 1.376
H -0.860 1.131 -0.666
H 0.597 0.943 0.130
H -1.051 -1.192 -1.008
H 0.645 -0.701 -1.508
H -0.142 -2.199 1.038
H 0.481 -2.903 -0.516
H 2.427 -0.911 0.567
H 2.538 -2.307 -0.510
H 2.347 -2.626 1.130
H 0.321 3.486 -1.710
H 1.322 3.973 -2.777
O 1.135 3.962 -1.854
```

Expectation value of S² = 0.755
Total charge = +1
Energy = -9496.0707 eV
Spin multiplicity = 2
Energy relative to the best compared isomer or geometry (same formula, charge and spin) = 49.50 kcal/mol

Atom charges from the Mulliken analysis, given in e for atoms 1 to 5: atom 1 (C): -0.516, atom 2 (O): -0.313, atom 3 (C): -0.308, atom 4 (C): -0.692, atom 5 (C): -0.300



# 4
Computed, not measured: 2 unconnected molecules or ions with the total composition C5H14O2S at a distorted geometry, with wB97M-V/def2-TZVPD.

```
22
C5H14O2S wB97M-V/def2-TZVPD
C -1.199 0.233 -2.267
S -1.143 1.431 -0.933
C -1.083 0.346 0.505
C 0.294 -0.344 0.667
C 0.258 -1.847 0.403
C 1.499 -2.403 -0.307
O 1.168 -3.241 -1.430
H -0.745 0.799 -3.078
H -0.531 -0.584 -2.088
H -2.158 -0.195 -2.558
H -1.274 0.934 1.385
H -1.855 -0.406 0.377
H 1.069 0.156 0.078
H 0.677 -0.209 1.676
H -0.603 -2.054 -0.239
H 0.094 -2.339 1.362
H 2.155 -1.580 -0.629
H 2.029 -3.061 0.357
H 0.828 -2.664 -2.120
O -0.029 6.012 2.904
H -0.141 5.202 2.396
H 0.689 5.816 3.539
```

Energy = -20341.4782 eV
Energy relative to the best compared isomer or geometry (same formula, charge and spin) = 15.00 kcal/mol

Atom charges from the Mulliken analysis, given in e for atoms 1 to 5: atom 1 (C): -0.462, atom 2 (S): -0.102, atom 3 (C): -0.783, atom 4 (C): -0.661, atom 5 (C): -0.470



# 5
Computed, not measured: 3 unconnected molecules or ions with the total composition C5H14O2S at a distorted geometry, with wB97M-V/def2-TZVPD.

```
22
C5H14O2S wB97M-V/def2-TZVPD
C 1.104 -0.065 2.777
O -0.965 -1.860 2.151
C 0.783 1.010 1.639
C -0.270 0.378 0.708
C 0.430 -0.767 -0.210
S 1.202 0.039 -1.584
C -0.309 0.492 -2.640
H 0.187 -0.494 3.195
H 1.886 0.320 3.447
H 1.558 -0.952 2.302
H 1.767 1.097 1.127
H 0.437 1.964 1.990
H -1.035 -0.165 1.324
H -0.673 1.155 0.052
H 1.246 -1.187 0.424
H -0.270 -1.507 -0.660
H -1.177 0.823 -1.996
H -0.651 -0.410 -3.142
H 0.096 1.190 -3.385
H -3.488 0.501 -1.538
H -1.682 -2.456 1.851
O -2.706 1.010 -1.255
```

Expectation value of S² = 1.748
Total charge = +1
Energy = -20327.9918 eV
Spin multiplicity = 2
Energy relative to the best compared isomer or geometry (same formula, charge and spin) = 112.24 kcal/mol

Atom charges from the Mulliken analysis, given in e for atoms 1 to 5: atom 1 (C): -1.120, atom 2 (O): -0.353, atom 3 (C): -0.450, atom 4 (C): -0.442, atom 5 (C): -0.430



# 6
Computed, not measured: 4 unconnected molecules or ions with the total composition C5H14O3 at a distorted geometry, with wB97M-V/def2-TZVPD.

```
22
C5H14O3 wB97M-V/def2-TZVPD
C 0.109 2.553 -0.969
C 0.707 1.428 -0.447
C -0.053 0.202 -0.264
C 0.504 -0.974 0.127
C -0.283 -2.215 0.223
H 0.532 3.553 -0.950
H -0.908 2.417 -1.384
H 1.824 1.482 -0.260
H -1.118 0.049 -0.494
H 1.550 -1.005 0.352
H 0.093 -2.976 -0.483
H -1.381 -2.165 0.303
H 0.031 -2.658 1.207
O 2.937 -1.543 -1.669
H 2.203 -1.169 -2.250
H 3.466 -2.057 -2.388
O -0.092 1.324 2.705
H -0.457 0.571 3.180
H 0.155 0.901 1.846
O -3.248 0.371 0.457
H -2.536 0.988 0.709
H -4.036 0.922 0.449
```

Energy = -11552.7841 eV
Energy relative to the best compared isomer or geometry (same formula, charge and spin) = 30.90 kcal/mol

Atom charges from the Mulliken analysis, given in e for atoms 1 to 5: atom 1 (C): -0.791, atom 2 (C): 0.134, atom 3 (C): -0.763, atom 4 (C): -0.115, atom 5 (C): -1.182



# 7
Computed, not measured: 4 unconnected molecules or ions with the total composition C5H14O3 at a distorted geometry, with wB97M-V/def2-TZVPD.

```
22
C5H14O3 wB97M-V/def2-TZVPD
O 0.235 -0.951 -2.417
C 2.131 1.089 -0.829
C 1.860 0.226 0.221
C 1.224 -1.138 0.059
C -0.103 -1.172 0.803
C -0.405 0.032 1.747
H 2.733 1.948 -0.535
H 1.836 1.025 -1.839
H 2.129 0.338 1.229
H 1.111 -1.316 -1.072
H 1.994 -1.921 0.412
H -0.839 -1.051 -0.023
H -0.170 -2.114 1.373
H -1.512 0.193 1.716
H -0.124 -0.153 2.794
H 0.022 0.990 1.439
H 0.338 -0.833 -3.375
H -2.445 0.621 -0.452
O -1.453 1.570 -0.681
H -1.868 2.369 -0.909
H -3.420 0.316 0.619
O -3.275 -0.067 -0.281
```

Expectation value of S² = 1.763
Total charge = +1
Energy = -11538.0184 eV
Spin multiplicity = 2
Energy relative to the best compared isomer or geometry (same formula, charge and spin) = 150.64 kcal/mol

Atom charges from the Mulliken analysis, given in e for atoms 1 to 5: atom 1 (O): -0.361, atom 2 (C): -0.685, atom 3 (C): -0.020, atom 4 (C): -0.215, atom 5 (C): -0.150



# 8
Computed, not measured: 2 unconnected molecules or ions with the total composition C5H14OS at a distorted geometry, with wB97M-V/def2-TZVPD.

```
21
C5H14OS wB97M-V/def2-TZVPD
C -1.232 0.855 0.562
C -0.743 -0.321 -0.237
C 0.694 -0.805 0.150
C 1.719 0.298 0.195
S 2.074 1.069 -1.427
C 2.659 2.668 -0.876
H -0.558 1.708 0.360
H -2.285 1.144 0.557
H -0.943 0.734 1.619
H -0.758 0.000 -1.300
H -1.376 -1.228 -0.275
H 0.971 -1.605 -0.529
H 0.410 -1.235 1.126
H 1.440 1.128 0.832
H 2.694 -0.121 0.482
H 3.647 2.664 -0.424
H 1.844 3.263 -0.462
H 2.856 3.209 -1.811
H -3.842 -4.972 0.146
H -4.570 -3.861 0.966
O -4.703 -4.593 0.348
```

Expectation value of S² = 0.750
Total charge = -1
Energy = -18293.1102 eV
Spin multiplicity = 2
Energy relative to the best compared isomer or geometry (same formula, charge and spin) = 5.99 kcal/mol

Atom charges from the Mulliken analysis, given in e for atoms 1 to 5: atom 1 (C): -1.518, atom 2 (C): -0.479, atom 3 (C): -1.863, atom 4 (C): -0.786, atom 5 (S): 0.181



# 9
Computed, not measured: C5H14OS2Si in the gas phase at a distorted geometry, with wB97M-V/def2-TZVPD.

```
23
C5H14OS2Si wB97M-V/def2-TZVPD
C 4.962 -0.370 -0.161
C 3.394 -0.573 -0.255
C 2.666 0.611 0.223
S 1.100 0.975 -0.622
S -0.305 -0.732 0.727
Si -1.925 -1.147 -0.745
O -3.351 -0.658 -0.241
C -3.771 0.659 -0.075
C -4.800 0.895 1.016
H 5.498 -1.165 -0.697
H 5.111 0.613 -0.590
H 5.337 -0.631 0.885
H 3.162 -1.530 0.302
H 3.160 -0.887 -1.266
H 2.275 0.557 1.269
H 3.219 1.532 0.220
H -1.933 -2.686 -0.744
H -1.673 -0.384 -2.073
H -2.797 1.233 -0.005
H -4.196 0.792 -1.062
H -4.334 0.545 2.001
H -5.039 2.014 0.990
H -5.759 0.337 0.902
```

Energy = -37006.8643 eV
Energy relative to the best compared isomer or geometry (same formula, charge and spin) = 91.69 kcal/mol

Atom charges from the Mulliken analysis, given in e for atoms 1 to 5: atom 1 (C): -1.145, atom 2 (C): -0.198, atom 3 (C): -0.833, atom 4 (S): -0.079, atom 5 (S): -0.235



# 10
Computed, not measured: 2 unconnected molecules or ions with the total composition C5H14P2 at a distorted geometry, with wB97M-V/def2-TZVPD.

```
21
C5H14P2 wB97M-V/def2-TZVPD
C -0.628 -2.498 0.978
C -0.285 0.843 -2.173
C 2.004 1.702 -0.705
C -1.054 -1.151 0.347
C -0.055 -0.077 0.482
P 0.200 0.789 1.986
P 0.958 0.209 -0.997
H -0.663 -2.467 2.054
H -1.408 -3.388 0.697
H 0.408 -2.844 0.666
H -1.199 0.088 -2.046
H -0.121 1.104 -3.228
H -0.582 1.764 -1.748
H 1.473 2.545 -0.883
H 2.955 1.547 -1.318
H 2.403 1.667 0.380
H -1.253 -1.597 -0.672
H -1.995 -0.969 0.923
H -1.169 2.429 0.155
H 1.005 -0.198 2.630
H -0.996 0.503 2.471
```

Energy = -23983.5618 eV
Energy relative to the best compared isomer or geometry (same formula, charge and spin) = 131.62 kcal/mol

Atom charges from the Mulliken analysis, given in e for atoms 1 to 5: atom 1 (C): -1.154, atom 2 (C): -0.894, atom 3 (C): -1.032, atom 4 (C): -0.450, atom 5 (C): 0.140



# 11
Computed, not measured: a gas-phase ion, C5H14PS (charge +1) at a distorted geometry, with wB97M-V/def2-TZVPD.

```
21
C5H14PS wB97M-V/def2-TZVPD
C 0.156 0.549 -2.766
C 1.474 -1.278 1.807
C -1.279 0.769 1.537
C -0.486 1.201 -1.559
C 1.387 -0.433 0.492
P -0.356 0.025 0.180
S -1.347 -1.730 -0.174
H 1.182 1.117 -2.996
H 0.230 -0.550 -2.685
H -0.524 0.771 -3.529
H 0.837 -1.022 2.504
H 1.192 -2.271 1.615
H 2.503 -1.384 2.037
H -0.953 0.351 2.610
H -2.298 0.500 1.643
H -1.107 1.861 1.610
H -1.480 1.379 -1.754
H -0.135 2.077 -1.144
H 1.603 -0.931 -0.411
H 1.973 0.427 0.532
H -2.573 -1.429 0.451
```

Total charge = +1
Energy = -25528.4724 eV
Energy relative to the best compared isomer or geometry (same formula, charge and spin) = 34.25 kcal/mol

Atom charges from the Mulliken analysis, given in e for atoms 1 to 5: atom 1 (C): -0.993, atom 2 (C): -1.287, atom 3 (C): -1.147, atom 4 (C): -0.699, atom 5 (C): -0.635



# 12
Computed, not measured: 2 unconnected molecules or ions with the total composition C5H14S at a distorted geometry, with wB97M-V/def2-TZVPD.

```
20
C5H14S wB97M-V/def2-TZVPD
C 2.190 0.871 1.562
C 1.138 2.777 -0.309
S 1.993 2.656 1.253
H 2.015 0.670 2.617
H 1.499 0.246 1.001
H 3.198 0.597 1.269
H 1.791 3.343 -0.967
H 0.187 3.280 -0.258
H 0.941 1.817 -0.774
C -1.989 -1.513 -0.429
C -1.299 -0.153 -0.593
C -0.969 -2.686 -0.406
H -2.490 -1.631 0.524
H -2.668 -1.735 -1.236
H -0.598 0.003 0.214
H -2.093 0.536 -0.869
H -1.522 -3.619 -0.476
H -0.205 -2.624 -1.183
H -0.674 -0.192 -1.493
H -0.445 -2.643 0.553
```

Expectation value of S² = 0.750
Total charge = -1
Energy = -16245.3897 eV
Spin multiplicity = 2
Energy relative to the best compared isomer or geometry (same formula, charge and spin) = 12.65 kcal/mol

Atom charges from the Mulliken analysis, given in e for atoms 1 to 5: atom 1 (C): -1.829, atom 2 (C): -1.348, atom 3 (S): 0.552, atom 4 (H): 0.317, atom 5 (H): -0.234



What is the formula in the first record?
C5H14O2



What is the energy in the second record?
-9504.1165 eV



Please write out number 2 again, unchanged.
Computed, not measured: 3 unconnected molecules or ions with the total composition C5H14O2 at a distorted geometry, with wB97M-V/def2-TZVPD.

```
21
C5H14O2 wB97M-V/def2-TZVPD
C 0.359 -1.417 0.511
C -0.682 -0.603 0.267
C -1.747 -0.512 1.250
C -0.532 0.233 -0.888
C -1.830 0.697 -1.591
H 0.160 -2.128 1.381
H 1.147 -1.626 -0.219
H -2.487 -1.372 1.040
H -1.450 -0.918 2.380
H -2.128 0.457 1.218
H 0.061 -0.288 -1.668
H -0.053 1.299 -0.479
H -2.637 0.041 -1.218
H -2.103 1.810 -1.388
H -1.598 0.458 -2.683
O 1.863 3.079 -0.581
H 2.750 2.836 -0.824
H 1.428 2.342 -0.625
O 3.154 -1.347 0.950
H 3.354 -0.874 1.765
H 2.970 -2.168 1.401
```

Energy = -9504.1165 eV
Energy relative to the best compared isomer or geometry (same formula, charge and spin) = 66.49 kcal/mol

Atom charges from the Mulliken analysis, given in e for atoms 1 to 5: atom 1 (C): -1.128, atom 2 (C): 1.066, atom 3 (C): -1.399, atom 4 (C): -0.019, atom 5 (C): -1.134